Entry from OMol25: a single C6H13NO molecule (ωB97M-V/def2-TZVPD).

Last column: Mulliken charge in e.
Atoms and positions in Å:
1 C 2.43248 0.32155 0.17146  -1.105
2 C 0.79657 1.02553 0.18918  -1.078
3 C -0.05973 -0.10898 -0.12416  1.752
4 C -0.00740 -0.62131 -1.54701  -1.748
5 C -0.06028 -1.23090 0.89513  -2.013
6 C -1.67181 0.86656 -0.03470  0.358
7 N -2.76840 0.40144 0.62523  -0.356
8 O -1.84730 1.79763 -0.79992  -0.614
9 H 2.59328 -0.24359 1.08462  0.301
10 H 3.07902 1.19492 0.16609  0.404
11 H 2.63634 -0.28567 -0.70554  0.311
12 H 0.65742 1.41067 1.19450  0.421
13 H 0.82652 1.79362 -0.57737  0.430
14 H 0.21124 0.17436 -2.25695  0.372
15 H -1.00098 -0.99313 -1.80878  0.406
16 H 0.75201 -1.39114 -1.67021  0.422
17 H 0.78420 -1.90211 0.74279  0.431
18 H -0.04717 -0.84505 1.91220  0.376
19 H -0.94322 -1.85596 0.76127  0.502
20 H -2.69584 -0.35690 1.28040  0.182
21 H -3.66695 0.84848 0.50179  0.246

Cartesian forces, eV/Å:
-2.4 2.1 0.4
5.2 -1.7 -0.1
-4.2 1.5 0.5
-0.5 0.4 -0.2
-0.4 0.1 -0.2
0.2 -1.3 -1.9
0.6 -0.9 0.8
1.1 -0.1 0.4
0.0 -0.1 0.0
0.3 -0.1 0.0
-0.3 0.0 -0.1
0.0 0.2 0.0
-0.3 0.1 0.1
0.0 0.1 0.1
0.2 -0.4 -0.1
-0.1 -0.2 0.1
0.2 0.1 0.1
0.1 0.0 0.1
-0.1 0.0 0.0
0.0 0.0 0.0
0.3 0.1 0.0

Computed properties:
Energy above the lowest of the compared OMol25 structures with the same formula, charge and spin = 38.8 kcal per mole
2S+1 = 1
F_max = 5.5 eV Å⁻¹
HOMO level = -8.65 eV

Entry from OMol25: 2 unconnected molecules or ions with the total composition CH2ClO2S2 (ωB97M-V/def2-TZVPD).

Last column: Mulliken charge in e.
Atoms and positions in Å:
1 C -0.07047 0.49115 -0.08864  -0.526
2 O 3.43075 1.07933 -1.39646  -0.525
3 O 3.24304 1.28761 1.11154  -0.514
4 S 3.28542 -1.37062 0.23960  -0.508
5 S 2.88977 0.57734 -0.13015  0.650
6 Cl -0.81758 2.03255 0.18399  -0.186
7 H -0.41470 0.04071 -1.01482  0.316
8 H -0.09460 -0.12188 0.82572  0.292

Cartesian forces, eV/Å:
0.0 -0.3 0.6
-0.4 0.1 0.4
-0.5 0.5 -0.9
-0.4 0.2 -0.5
0.5 -0.9 1.1
0.1 0.1 -0.1
0.4 0.0 0.1
0.3 0.3 -0.6

Computed properties:
Energy above the lowest of the compared OMol25 structures with the same formula, charge and spin = 44.3 kcal per mole
2S+1 = 1
F_max = 1.5 eV Å⁻¹
Charge = -1
HOMO level (alpha / beta) = -3.89 / -4.20 eV

Copy entry 1 word for word.
Entry from OMol25: a single C6H13NO molecule (ωB97M-V/def2-TZVPD).

Last column: Mulliken charge in e.
Atoms and positions in Å:
1 C 2.43248 0.32155 0.17146  -1.105
2 C 0.79657 1.02553 0.18918  -1.078
3 C -0.05973 -0.10898 -0.12416  1.752
4 C -0.00740 -0.62131 -1.54701  -1.748
5 C -0.06028 -1.23090 0.89513  -2.013
6 C -1.67181 0.86656 -0.03470  0.358
7 N -2.76840 0.40144 0.62523  -0.356
8 O -1.84730 1.79763 -0.79992  -0.614
9 H 2.59328 -0.24359 1.08462  0.301
10 H 3.07902 1.19492 0.16609  0.404
11 H 2.63634 -0.28567 -0.70554  0.311
12 H 0.65742 1.41067 1.19450  0.421
13 H 0.82652 1.79362 -0.57737  0.430
14 H 0.21124 0.17436 -2.25695  0.372
15 H -1.00098 -0.99313 -1.80878  0.406
16 H 0.75201 -1.39114 -1.67021  0.422
17 H 0.78420 -1.90211 0.74279  0.431
18 H -0.04717 -0.84505 1.91220  0.376
19 H -0.94322 -1.85596 0.76127  0.502
20 H -2.69584 -0.35690 1.28040  0.182
21 H -3.66695 0.84848 0.50179  0.246

Cartesian forces, eV/Å:
-2.4 2.1 0.4
5.2 -1.7 -0.1
-4.2 1.5 0.5
-0.5 0.4 -0.2
-0.4 0.1 -0.2
0.2 -1.3 -1.9
0.6 -0.9 0.8
1.1 -0.1 0.4
0.0 -0.1 0.0
0.3 -0.1 0.0
-0.3 0.0 -0.1
0.0 0.2 0.0
-0.3 0.1 0.1
0.0 0.1 0.1
0.2 -0.4 -0.1
-0.1 -0.2 0.1
0.2 0.1 0.1
0.1 0.0 0.1
-0.1 0.0 0.0
0.0 0.0 0.0
0.3 0.1 0.0

Computed properties:
Energy above the lowest of the compared OMol25 structures with the same formula, charge and spin = 38.8 kcal per mole
2S+1 = 1
F_max = 5.5 eV Å⁻¹
HOMO level = -8.65 eV